Entry from the OMol25 dataset: a structure of composition C19H38BeFO16 (ωB97M-V with the def2-TZVPD basis set).

```
! wB97M-V def2-TZVPD RIJCOSX def2/J DEFGRID3
* xyz 1 1
Be -16.22 6.48 20.13
F -15.72 9.75 17.48
C -14.65 12.14 24.97
C -15.18 11.12 26.02
C -16.02 10.11 25.23
O -15.34 10.11 23.94
C -14.72 11.38 23.66
H -13.68 12.56 25.25
H -15.30 13.01 24.92
H -15.74 11.61 26.82
H -14.38 10.57 26.52
H -17.00 10.56 25.11
H -16.00 9.14 25.73
H -15.35 11.89 22.93
H -13.69 11.34 23.28
C -22.36 7.42 23.76
O -22.81 8.28 22.67
C -21.84 8.75 21.79
O -20.65 8.41 21.76
O -22.37 9.59 20.93
C -21.68 10.15 19.87
H -21.35 7.64 24.10
H -22.44 6.37 23.50
H -23.00 7.43 24.64
H -22.38 10.41 19.08
H -21.14 9.30 19.46
H -20.96 10.86 20.27
C -18.12 14.96 14.01
O -19.01 16.01 13.85
C -20.12 15.90 13.13
O -20.48 14.88 12.56
O -20.82 17.09 13.08
C -20.30 18.33 13.47
H -18.68 14.11 14.40
H -17.46 15.20 14.83
H -17.57 14.72 13.10
H -21.04 19.03 13.86
H -19.89 18.85 12.61
H -19.50 18.33 14.21
C -19.94 6.81 14.00
O -20.67 5.58 14.15
C -20.68 5.01 15.34
O -19.98 5.25 16.33
O -21.42 3.93 15.29
C -21.43 2.93 16.31
H -19.04 6.84 14.62
H -20.57 7.67 14.20
H -19.60 6.92 12.97
H -22.18 2.19 16.04
H -21.66 3.41 17.26
H -20.46 2.44 16.36
C -9.74 6.16 22.26
O -9.13 6.66 21.12
C -9.93 6.73 20.00
O -11.11 6.46 20.01
O -9.18 7.00 18.95
C -9.89 7.26 17.74
H -9.20 6.46 23.15
H -9.74 5.07 22.19
H -10.78 6.44 22.45
H -10.25 6.27 17.45
H -9.25 7.51 16.90
H -10.64 8.04 17.89
C -13.41 9.58 10.17
O -12.78 10.70 9.59
C -12.65 10.71 8.22
O -13.06 9.86 7.39
O -11.99 11.83 7.96
C -11.71 12.32 6.68
H -12.70 8.76 10.05
H -14.37 9.32 9.72
H -13.67 9.74 11.22
H -11.46 13.37 6.77
H -12.59 12.09 6.07
H -10.83 11.82 6.27
*
```

Calculated values
Energy (eV): -56177.915
Energy relative to the best compared isomer or geometry (same formula, charge and spin) (kcal/mol): 198.0

Löwdin population analysis, charges in e, atoms 1 to 2: 0.93, -0.28

---

Entry from the OMol25 dataset: a structure of composition C19H38F6KN2O10PS2 (ωB97M-V with the def2-TZVPD basis set).

```
! wB97M-V def2-TZVPD RIJCOSX def2/J DEFGRID3
* xyz -2 1
K -1.93 -1.71 0.35
P -1.41 -0.66 3.09
O -1.36 -0.31 4.61
O -0.14 -0.18 2.28
O -2.69 -0.05 2.39
O -1.46 -2.22 2.85
C 5.55 -1.27 -1.94
C 5.02 -1.21 -0.52
C 4.40 -2.55 -0.08
N 3.55 -2.45 1.15
C 4.19 -1.68 2.26
C 3.28 -3.91 1.58
C 1.87 -4.23 1.04
C 1.19 -2.87 1.15
C 2.19 -1.78 0.82
H 6.44 -1.92 -1.97
H 5.89 -0.27 -2.22
H 4.80 -1.60 -2.66
H 4.26 -0.43 -0.44
H 5.84 -0.92 0.14
H 5.24 -3.21 0.15
H 3.76 -2.94 -0.86
H 3.64 -1.83 3.18
H 4.25 -0.64 1.95
H 5.19 -2.09 2.42
H 3.33 -3.97 2.66
H 3.98 -4.55 1.05
H 1.42 -4.93 1.75
H 1.79 -4.70 0.06
H 0.84 -2.69 2.17
H 0.42 -2.81 0.41
H 1.95 -0.94 1.48
H 2.27 -1.55 -0.24
C -0.31 5.94 1.97
C -0.93 4.54 1.96
C -1.58 4.26 0.60
N -2.17 2.91 0.46
C -1.12 1.82 0.26
C -0.43 1.94 -1.07
C -1.43 1.96 -2.24
C -2.42 3.09 -2.04
C -3.12 2.89 -0.70
C -2.90 2.44 1.74
H -0.09 6.30 2.97
H -0.98 6.68 1.51
H 0.65 5.93 1.43
H -1.74 4.58 2.68
H -0.13 3.84 2.18
H -0.95 4.55 -0.24
H -2.45 4.92 0.60
H -0.43 1.91 1.10
H -1.69 0.92 0.36
H 0.29 2.76 -1.14
H 0.22 1.06 -1.07
H -0.86 2.16 -3.15
H -1.86 0.97 -2.35
H -1.90 4.04 -2.19
H -3.18 3.08 -2.83
H -3.82 3.72 -0.55
H -3.67 1.95 -0.73
H -3.40 1.50 1.54
H -3.56 3.30 1.93
H -2.14 2.35 2.51
C 1.64 -1.80 -3.07
F 2.33 -1.99 -4.20
F 1.92 -2.85 -2.29
F 2.12 -0.69 -2.50
S -0.26 -1.71 -3.27
O -0.49 -0.63 -4.20
O -0.61 -3.02 -3.79
O -0.65 -1.42 -1.88
C -5.98 -1.09 -1.05
F -5.89 -0.91 0.26
F -7.26 -0.93 -1.45
F -5.28 -0.11 -1.64
S -5.35 -2.79 -1.54
O -5.54 -2.76 -2.98
O -3.95 -2.79 -1.13
O -6.19 -3.76 -0.84
*
```

Calculated values
Energy (eV): -107366.859

Löwdin population analysis, charges in e, atoms 1 to 2: 0.77, -0.09

---

Entry from the OMol25 dataset: a structure of composition C19H38In2N2O5 (ωB97M-V with the def2-TZVPD basis set).

```
! wB97M-V def2-TZVPD RIJCOSX def2/J DEFGRID3
* xyz 4 1
In -13.77 -0.32 15.55
In -18.08 2.01 14.01
C -17.18 -0.29 16.49
O -16.18 -0.42 17.25
O -18.07 0.53 16.61
O -16.83 -0.47 15.26
C -15.07 3.07 23.89
C -16.17 3.55 22.80
C -15.73 4.96 22.14
C -14.45 4.85 21.14
C -14.87 3.82 20.07
C -15.29 2.46 20.64
N -16.42 2.71 21.66
O -16.86 1.46 22.14
C -15.84 1.70 19.37
C -14.03 1.72 21.28
C -17.66 3.82 23.33
H -14.07 3.40 23.60
H -15.06 1.99 24.06
H -15.16 3.66 24.79
H -16.53 5.42 21.55
H -15.33 5.54 22.97
H -13.56 4.67 21.75
H -14.38 5.84 20.70
H -14.01 3.67 19.41
H -15.74 4.23 19.56
H -15.02 1.73 18.66
H -15.88 0.70 19.82
H -16.85 1.97 19.08
H -13.44 2.12 22.11
H -14.47 0.81 21.68
H -13.32 1.33 20.54
H -17.60 4.71 23.96
H -18.02 3.01 23.96
H -18.32 4.07 22.49
H -17.70 1.32 21.71
C -19.48 -3.62 17.82
C -19.74 -4.20 16.40
C -19.62 -5.80 16.36
C -20.86 -6.57 16.81
C -22.03 -5.94 16.11
C -22.33 -4.47 16.39
N -21.06 -3.67 15.96
O -21.23 -2.31 16.07
C -23.54 -3.95 15.49
C -22.81 -4.13 17.89
C -18.68 -3.73 15.33
H -20.19 -3.73 18.64
H -18.58 -4.06 18.24
H -19.16 -2.59 17.69
H -19.19 -6.04 15.38
H -18.82 -6.17 17.00
H -20.74 -7.64 16.65
H -21.00 -6.47 17.88
H -22.86 -6.61 16.32
H -21.90 -5.98 15.03
H -23.85 -2.98 15.88
H -24.35 -4.67 15.56
H -23.30 -3.90 14.42
H -22.02 -4.59 18.49
H -23.74 -4.64 18.14
H -22.87 -3.05 17.96
H -19.06 -3.70 14.30
H -18.64 -2.66 15.56
H -17.72 -4.24 15.42
H -21.19 -2.12 17.01
*
```

Calculated values
Energy (eV): -43830.347
Energy relative to the best compared isomer or geometry (same formula, charge and spin) (kcal/mol): 0.0

Löwdin population analysis, charges in e, atoms 1 to 2: 1.11, 1.13